Record 1
Entry from the OMol25 dataset: C20H35Cl2N4O3SZn as an isolated structure in a non-equilibrium geometry (wB97M-V/def2-TZVPD).

Its HOMO-LUMO gap is 0.1831 Eh. The energy relative to the best compared isomer or geometry (same formula, charge and spin) is 70.4 kcal/mol. The value obtained for the HOMO energy is -2.69 eV. As for the LUMO energy: 2.3 eV. Its charge is -1.

Last column: Mulliken charge in e.
Element x y z (Å)
O: 0.2332 1.0189 -3.4670  -0.41
C: -0.2961 0.9310 -4.5765  -0.11
C: -0.0157 1.8060 -5.8048  0.55
C: 1.1321 2.6078 -5.7945  -0.34
H: 1.8755 2.4292 -5.0135  0.36
C: 1.2884 3.6432 -6.7111  -0.41
H: 2.1603 4.2850 -6.6249  0.35
C: 0.3371 3.8521 -7.7081  -0.39
H: 0.4629 4.6728 -8.4189  0.35
C: -0.7487 2.9703 -7.8191  -0.40
H: -1.4702 3.1062 -8.6269  0.34
C: -0.9225 1.9280 -6.8840  -0.49
H: -1.7644 1.2231 -6.9518  0.33
H: -1.1032 0.1737 -4.7888  0.28
C: -2.3083 2.1804 -0.2330  -1.27
C: -1.7981 1.0622 0.5859  -0.10
H: -3.2272 2.5942 0.2071  0.42
H: -2.4813 1.8118 -1.2501  0.13
H: -1.5236 2.9450 -0.3268  0.21
C: -2.2498 0.6222 1.7471  0.97
C: -3.4537 1.0900 2.5126  -1.21
H: -1.6639 -0.1410 2.2749  0.16
H: -3.9643 1.8897 1.9661  0.37
H: -3.1705 1.4473 3.5051  0.06
H: -4.1562 0.2602 2.6499  0.23
Zn: -0.1098 0.3103 -0.4285  0.71
Cl: 1.1386 2.0664 0.0825  -0.73
Cl: -1.3326 -1.0036 -1.7447  -0.75
H: 3.8368 0.3391 -2.5542  0.40
H: 5.4546 1.1619 -0.8813  0.28
C: 3.0237 0.3847 -1.8241  -1.12
C: 4.6512 1.2208 -0.1402  -0.91
N: 3.6036 0.2717 -0.4850  0.25
H: 2.2986 -0.4280 -1.9722  0.22
C: 2.9416 -0.4086 0.4762  0.10
O: 1.9196 -1.0876 0.2516  -0.51
H: 5.0305 0.9461 0.8495  0.34
H: 3.3629 -0.2928 1.5076  0.17
H: 2.4822 1.3381 -1.9070  0.34
H: 4.2605 2.2463 -0.1043  0.28
H: -1.3380 -5.1444 2.2595  0.32
H: -0.2737 -5.8968 -0.0485  0.31
C: -1.7806 -4.3140 1.7032  -0.91
C: -0.7899 -5.0219 -0.4620  -0.92
N: -0.9785 -4.0016 0.5460  0.20
H: -1.8229 -3.4300 2.3489  0.18
C: -0.3707 -2.8004 0.4497  0.28
O: -0.4497 -1.8973 1.2959  -0.40
H: -0.1767 -4.5950 -1.2595  0.24
H: 0.2008 -2.6739 -0.4803  0.01
H: -2.7964 -4.5869 1.4001  0.31
H: -1.7450 -5.3462 -0.8888  0.31
C: -1.6060 0.1146 6.0766  -0.87
N: -0.2887 0.5783 5.6043  -0.29
C: 0.3322 -0.0289 4.5459  0.09
S: 0.8353 0.8776 3.2080  -0.25
N: 0.6068 -1.3542 4.7060  -0.07
C: 0.8428 -1.8790 6.0684  -1.03
H: -1.7788 -0.9646 5.9845  0.30
H: -2.3963 0.6437 5.5325  0.23
H: -1.6538 0.4026 7.1293  0.32
H: -0.2710 1.5988 5.4823  0.33
H: 1.2226 -1.7388 3.9881  0.27
H: 0.2246 -2.7626 6.2518  0.27
H: 1.9016 -2.1417 6.1763  0.32
H: 0.6156 -1.1117 6.8070  0.36

***

Record 2
Entry from the OMol25 dataset: C20H35IN2NbO6S3 as an isolated structure in a non-equilibrium geometry (wB97M-V/def2-TZVPD).

Its HOMO-LUMO gap is 0.2361 Eh. The value obtained for the HOMO energy is -5.03 eV. As for the LUMO energy: 1.4 eV. Its charge is -1.

Last column: Mulliken charge in e.
Element x y z (Å)
C: 3.8804 5.0240 1.2167  -0.43
C: 3.2022 4.4991 0.1031  -0.22
C: 2.1043 4.1291 -1.0908  -0.30
C: 1.7926 2.4968 -1.1828  0.05
C: 1.3280 1.8307 0.2414  -0.50
Nb: 0.8881 -0.4142 0.1459  -0.47
I: 2.9648 -0.7420 2.1195  -0.27
C: 0.6631 -2.7236 0.2060  -0.24
C: 0.7924 -3.3438 1.7190  -1.00
C: 2.3898 -0.7524 -1.5856  -0.29
C: 1.7902 -0.3427 -3.0555  -0.17
O: 2.8494 -0.0034 -4.0616  -0.56
N: -0.7264 -0.1860 -1.2579  -0.61
C: -1.3648 0.9989 -0.9292  0.49
S: -2.1785 2.4986 -0.6208  -0.20
S: -0.8618 -0.1319 1.9963  -0.23
C: -2.0981 -1.5561 1.8558  0.12
C: -3.6656 -1.1030 2.0356  0.21
O: -4.3788 -1.7717 2.9821  -0.60
O: -4.3172 -0.0561 1.2097  -0.19
C: -5.3100 -0.7199 0.3276  -0.65
C: -6.3221 0.3611 -0.4357  0.47
C: -6.7841 -0.3710 -1.8657  -1.04
O: -7.5278 0.4466 0.4062  -0.34
C: -8.4076 1.5567 0.0051  0.53
O: -9.2416 1.5672 -1.0423  -0.54
C: -8.4103 2.9228 0.9617  -0.51
S: -7.3084 4.1764 0.0708  -0.22
H: 4.5337 5.6834 1.9674  0.31
H: 1.1377 4.7879 -1.0582  0.29
H: 2.6650 4.3867 -2.1126  0.31
H: 0.8531 2.4101 -1.9136  -0.07
H: 2.7662 2.0126 -1.6223  0.17
H: 2.2234 2.0108 1.0091  0.35
H: 0.4018 2.4055 0.7226  0.24
H: -0.3501 -3.0581 -0.3295  0.18
H: 1.5250 -3.2342 -0.4422  0.22
H: 0.0470 -4.2740 1.7597  0.27
H: 0.5173 -2.6023 2.5852  0.24
H: 1.8688 -3.7946 1.8946  0.27
H: 3.3651 -0.1302 -1.2947  0.21
H: 2.7386 -1.8810 -1.6614  0.32
H: 1.0529 0.5660 -3.0591  0.15
H: 1.2068 -1.2632 -3.4864  0.24
H: 2.3241 0.3739 -4.8399  0.31
H: -1.9795 -2.0356 0.7779  -0.02
H: -1.8186 -2.3716 2.6794  0.34
H: -4.7388 -1.3926 -0.4430  0.23
H: -6.0268 -1.4278 0.9634  0.29
H: -5.8090 1.4070 -0.6293  0.29
H: -7.0747 0.4650 -2.6653  0.26
H: -7.7923 -0.9299 -1.6062  0.27
H: -5.9910 -1.1353 -2.2626  0.35
H: -8.0604 2.7030 2.0576  0.32
H: -9.5025 3.3905 0.9964  0.31
H: -8.1953 4.8555 -0.7848  0.15
C: 7.5619 -3.0994 -0.2054  -1.30
C: 6.8390 -1.9287 0.4011  0.76
O: 5.8328 -1.4438 -0.1132  -0.56
N: 7.3306 -1.4015 1.5593  -0.14
C: 8.4878 -1.8222 2.3132  -0.87
H: 7.0523 -3.4072 -1.1227  0.26
H: 8.5870 -2.8160 -0.4579  0.37
H: 7.5595 -3.9421 0.4909  0.36
H: 6.7902 -0.6169 1.9050  0.23
H: 8.1566 -2.0927 3.3187  0.28
H: 9.1758 -0.9759 2.3777  0.29
H: 8.9968 -2.6715 1.8565  0.33

***

Record 3
Entry from the OMol25 dataset: a 2-piece molecular cluster, C20H35IN2O8P overall in a non-equilibrium geometry (wB97M-V/def2-TZVPD).

Its HOMO-LUMO gap (alpha / beta) is 0.3274 / 0.3219 Eh. As for the spin multiplicity: 2. Its expectation value of S² is 0.75. The value obtained for the HOMO energy (alpha / beta) is -8.95 / -9.00 eV. As for the LUMO energy (alpha / beta): 0.0 / -0.2 eV.

Last column: Mulliken spin population.
Element x y z (Å)
C: -3.4220 4.2085 -6.0735  0.00
C: -2.0148 4.6810 -5.4150  0.00
O: -2.1036 5.4914 -4.4515  0.00
O: -0.8010 4.2059 -5.9763  0.00
C: 0.1769 3.8551 -4.9578  0.00
C: 1.3263 5.0011 -4.8035  0.00
C: 1.1106 5.9581 -3.5260  0.00
C: 2.2989 5.9339 -2.4485  0.00
C: 2.8320 4.4799 -2.0319  0.00
C: 2.1796 3.8485 -0.7059  0.00
C: 0.9939 4.5967 0.0642  0.00
O: -0.1883 4.9196 -0.7185  0.00
N: -1.0096 5.7812 -0.0660  0.00
O: -1.9797 5.9028 -0.7676  0.00
C: 0.4252 3.3779 1.0097  0.00
O: -0.5060 3.4735 1.8536  0.00
O: 1.1649 2.1881 0.6556  0.00
C: 1.5050 2.3921 -0.7757  0.00
P: 2.5534 0.8659 -1.1951  0.00
O: 2.0509 0.2880 -2.7291  0.00
I: 1.8050 -0.8754 0.4226  0.00
H: -3.3814 4.5101 -7.1868  0.00
H: -4.3126 4.7896 -5.6226  0.00
H: -3.5764 3.0745 -5.9548  0.00
H: 0.7410 2.9304 -5.3671  0.00
H: -0.2835 3.5603 -3.9475  0.00
H: 2.3619 4.5202 -4.7704  0.00
H: 1.3190 5.6605 -5.7553  0.00
H: 0.0665 5.7633 -3.1078  0.00
H: 1.0815 7.0401 -3.9442  0.00
H: 3.1950 6.4771 -2.9476  0.00
H: 2.0753 6.5631 -1.5023  0.00
H: 2.7693 3.6834 -2.8525  0.00
H: 3.9632 4.6007 -1.8084  0.00
H: 3.0387 3.6877 0.0561  0.00
H: 1.2995 5.3517 0.8881  0.00
H: 0.4775 2.3967 -1.2816  0.00
H: 1.0834 0.0799 -2.6313  0.00
C: -0.0847 -4.8835 5.4538  0.02
C: -0.7692 -4.2712 4.2032  0.02
C: -2.2459 -4.7186 4.1423  0.02
C: -2.4263 -6.1711 3.7069  -0.02
C: -1.6783 -6.4466 2.4060  0.02
C: -0.1925 -6.0337 2.4608  0.03
N: 0.0001 -4.6442 2.9766  0.30
O: -0.3613 -3.7831 1.9835  0.62
C: 0.5911 -7.0395 3.3386  0.01
C: 0.4255 -6.2320 1.0513  -0.01
C: -0.7437 -2.7430 4.4802  -0.01
H: 0.9960 -4.9805 5.3093  -0.01
H: -0.2194 -4.2581 6.3411  0.00
H: -0.4865 -5.8618 5.7243  0.00
H: -2.7998 -4.0811 3.4416  0.00
H: -2.7208 -4.5786 5.1197  0.00
H: -2.0859 -6.8521 4.4919  0.00
H: -3.4908 -6.3789 3.5638  0.00
H: -1.7637 -7.5122 2.1646  0.00
H: -2.1853 -5.9121 1.5933  0.00
H: 1.6301 -6.7212 3.4686  -0.01
H: 0.6118 -8.0292 2.8723  0.00
H: 0.1564 -7.1947 4.3240  0.00
H: -0.0991 -5.6658 0.2770  0.00
H: 0.3753 -7.2826 0.7495  0.00
H: 1.4789 -5.9362 1.0383  0.00
H: 0.2836 -2.3699 4.5377  0.00
H: -1.2333 -2.5146 5.4317  0.00
H: -1.2778 -2.1669 3.7200  0.00